Entry 1:
{"formula": "C17H48N6O9P3ReS", "method": "ωB97M-V/def2-TZVPD", "species": ["Re", "N", "C", "C", "P", "O", "O", "O", "P", "O", "O", "O", "H", "H", "H", "H", "H", "H", "H", "H", "C", "O", "C", "C", "O", "C", "H", "H", "H", "H", "H", "H", "H", "H", "H", "H", "C", "N", "C", "P", "O", "N", "C", "C", "N", "C", "C", "H", "H", "H", "H", "H", "H", "H", "H", "H", "H", "H", "H", "H", "H", "H", "H", "H", "H", "C", "N", "C", "C", "S", "N", "C", "C", "H", "H", "H", "H", "H", "H", "H", "H", "H", "H", "H", "H"], "xyz": [[-0.880, -0.254, -0.022], [-4.600, 0.821, -3.420], [-4.039, 0.548, -2.037], [-5.122, 0.870, -1.007], [-2.575, 1.633, -1.819], [-1.532, 0.952, -2.828], [-2.805, 3.046, -2.122], [-2.082, 1.252, -0.377], [-3.533, -1.248, -1.924], [-3.080, -1.447, -3.443], [-4.626, -2.111, -1.484], [-2.272, -1.232, -1.040], [-4.597, 1.829, -3.618], [-5.569, 0.491, -3.482], [-4.056, 0.327, -4.138], [-5.521, 1.874, -1.167], [-4.704, 0.838, -0.003], [-5.923, 0.132, -1.059], [-1.094, 1.599, -3.400], [-3.041, -2.361, -3.756], [3.761, -2.844, 1.291], [2.762, -1.924, 0.844], [3.205, -0.603, 0.954], [2.195, 0.336, 0.351], [0.863, 0.274, 0.967], [0.858, 0.594, 2.383], [4.697, -2.688, 0.752], [3.399, -3.846, 1.080], [3.939, -2.732, 2.364], [4.119, -0.437, 0.363], [3.460, -0.333, 1.987], [2.034, 0.123, -0.703], [2.548, 1.362, 0.469], [1.388, 1.534, 2.528], [1.334, -0.213, 2.935], [-0.180, 0.694, 2.691], [-3.057, -5.040, 0.902], [-2.106, -3.989, 0.498], [-1.465, -4.248, -0.791], [-1.531, -2.987, 1.634], [-0.632, -1.921, 0.874], [-2.780, -2.334, 2.446], [-2.477, -1.345, 3.490], [-4.038, -2.019, 1.756], [-0.543, -3.625, 2.763], [-1.053, -4.292, 3.972], [0.701, -4.230, 2.263], [-3.938, -4.996, 0.261], [-3.370, -4.907, 1.936], [-2.594, -6.024, 0.805], [-2.243, -4.355, -1.548], [-0.892, -5.176, -0.756], [-0.803, -3.434, -1.070], [-1.579, -1.612, 4.041], [-3.314, -1.299, 4.186], [-2.354, -0.348, 3.049], [-4.258, -2.731, 0.969], [-3.991, -1.019, 1.316], [-4.843, -2.035, 2.490], [-1.986, -3.846, 4.303], [-0.310, -4.188, 4.762], [-1.218, -5.357, 3.791], [1.046, -3.710, 1.372], [0.557, -5.290, 2.041], [1.470, -4.136, 3.030], [2.122, 6.460, -1.202], [1.470, 5.259, -1.750], [2.088, 4.757, -2.987], [0.555, 4.581, -1.057], [0.608, 2.843, -1.244], [-0.307, 5.154, -0.242], [-1.018, 4.375, 0.777], [-0.717, 6.561, -0.395], [3.199, 6.310, -1.267], [1.850, 6.602, -0.161], [1.856, 7.343, -1.782], [2.353, 5.621, -3.592], [1.382, 4.147, -3.544], [2.994, 4.190, -2.774], [-0.329, 4.045, 1.554], [-1.527, 3.522, 0.331], [-1.766, 5.019, 1.230], [-0.372, 6.949, -1.347], [-0.336, 7.174, 0.420], [-1.805, 6.586, -0.386]], "s2": 3.828, "molar_mass_g_mol": 791.8, "multiplicity": 4, "total_charge": 3, "de_lowest_kcal_mol": 2.0, "homo_ev": [-16.14, -16.17]}

---

Entry 2:
{"formula": "C17H49As3F18N4O7", "method": "ωB97M-V/def2-TZVPD", "species": ["C", "C", "C", "O", "C", "N", "H", "H", "H", "H", "H", "H", "H", "H", "H", "H", "H", "H", "C", "C", "C", "O", "C", "N", "H", "H", "H", "H", "H", "H", "H", "H", "H", "H", "H", "H", "C", "C", "C", "O", "C", "N", "H", "H", "H", "H", "H", "H", "H", "H", "H", "H", "H", "H", "C", "C", "C", "O", "C", "N", "H", "H", "H", "H", "H", "H", "H", "H", "H", "H", "H", "H", "As", "F", "F", "F", "F", "F", "F", "As", "F", "F", "F", "F", "F", "F", "As", "F", "F", "F", "F", "F", "F", "O", "C", "O", "O", "H"], "xyz": [[6.087, -12.926, -14.809], [7.466, -13.701, -14.970], [8.651, -12.765, -14.760], [8.927, -12.738, -13.306], [8.967, -11.478, -12.680], [7.625, -14.952, -14.168], [8.977, -15.898, -14.291], [7.895, -14.693, -13.219], [6.702, -15.452, -14.041], [6.058, -12.159, -15.576], [6.005, -12.404, -13.869], [5.326, -13.709, -14.712], [7.441, -13.939, -16.039], [8.546, -11.707, -15.073], [9.560, -13.038, -15.345], [9.225, -11.507, -11.599], [8.054, -10.941, -12.537], [9.656, -10.836, -13.214], [12.729, -14.774, -11.656], [12.577, -13.306, -12.244], [13.710, -12.420, -11.887], [13.454, -11.222, -12.656], [14.330, -10.057, -12.599], [12.542, -13.297, -13.733], [11.622, -13.643, -14.059], [12.827, -12.369, -14.099], [13.282, -13.956, -14.112], [12.009, -15.371, -12.173], [12.467, -14.727, -10.589], [13.758, -15.069, -11.759], [11.616, -12.820, -12.005], [14.634, -12.880, -12.218], [13.681, -12.264, -10.815], [15.327, -10.267, -12.255], [13.799, -9.438, -11.867], [14.392, -9.553, -13.549], [9.486, -17.148, -21.230], [9.966, -17.188, -19.820], [11.281, -17.865, -19.698], [11.709, -17.719, -18.328], [13.083, -17.973, -18.179], [10.042, -15.848, -19.082], [9.431, -15.233, -19.505], [9.823, -16.196, -18.118], [11.048, -15.465, -19.086], [9.960, -16.401, -21.804], [8.398, -16.962, -21.318], [9.635, -18.180, -21.634], [9.313, -17.739, -19.154], [12.023, -17.344, -20.302], [11.175, -18.948, -20.001], [13.615, -17.441, -18.975], [13.303, -18.976, -18.400], [13.454, -17.617, -17.222], [14.848, -12.654, -17.366], [15.347, -11.350, -18.011], [16.629, -11.524, -18.717], [17.095, -10.362, -19.368], [18.115, -10.583, -20.404], [14.423, -10.733, -19.028], [13.510, -10.388, -18.636], [15.047, -9.992, -19.409], [14.145, -11.374, -19.827], [13.803, -12.811, -17.612], [14.926, -12.572, -16.266], [15.416, -13.493, -17.681], [15.332, -10.556, -17.344], [16.499, -12.368, -19.440], [17.368, -11.900, -18.001], [18.230, -9.570, -20.900], [17.775, -11.347, -21.131], [19.007, -10.940, -19.916], [11.746, -9.721, -16.141], [11.454, -9.493, -14.456], [11.634, -11.431, -15.911], [11.919, -9.874, -17.849], [11.827, -8.014, -16.245], [13.485, -9.872, -16.059], [10.008, -9.674, -16.453], [13.040, -13.905, -21.269], [13.422, -15.107, -22.372], [12.821, -15.167, -19.929], [12.570, -12.613, -20.186], [13.282, -12.650, -22.368], [11.398, -13.965, -21.728], [14.721, -13.825, -20.684], [16.154, -15.328, -14.650], [16.808, -13.659, -14.600], [16.623, -15.469, -16.293], [15.399, -16.926, -14.516], [15.564, -15.159, -13.039], [14.542, -14.470, -15.144], [17.717, -15.815, -14.160], [10.951, -17.763, -15.736], [9.951, -16.869, -15.591], [9.810, -16.389, -14.366], [9.210, -16.562, -16.530], [11.095, -17.834, -16.730]], "molar_mass_g_mol": 988.3, "homo_ev": -10.37}

---

Entry 3:
{"formula": "C17H49Be2N3O10", "method": "ωB97M-V/def2-TZVPD", "species": ["Be", "Be", "C", "O", "O", "O", "C", "C", "C", "O", "C", "N", "H", "H", "H", "H", "H", "H", "H", "H", "H", "H", "H", "C", "C", "C", "O", "C", "N", "H", "H", "H", "H", "H", "H", "H", "H", "H", "H", "H", "C", "C", "C", "O", "C", "N", "H", "H", "H", "H", "H", "H", "H", "H", "H", "H", "H", "C", "O", "H", "H", "H", "H", "C", "O", "H", "H", "H", "H", "C", "O", "H", "H", "H", "H", "C", "O", "H", "H", "H", "H"], "xyz": [[23.854, 13.584, -18.390], [20.995, 10.395, -20.975], [21.823, 11.483, -18.352], [22.301, 11.907, -19.457], [20.901, 10.633, -18.468], [22.305, 11.988, -17.285], [21.234, 7.727, -15.052], [19.775, 7.549, -15.470], [18.823, 8.369, -14.615], [17.457, 8.172, -15.034], [16.576, 8.989, -14.276], [19.731, 7.874, -16.899], [21.354, 7.633, -13.973], [21.655, 8.684, -15.364], [21.819, 6.959, -15.558], [19.512, 6.504, -15.304], [18.990, 9.443, -14.776], [18.968, 8.264, -13.538], [16.418, 9.888, -14.876], [16.927, 9.354, -13.307], [15.690, 8.399, -14.049], [18.767, 7.763, -17.198], [19.978, 8.820, -17.169], [17.546, 13.416, -17.974], [18.204, 12.538, -16.896], [17.389, 12.582, -15.621], [17.250, 13.884, -15.115], [16.511, 13.993, -13.902], [18.287, 11.149, -17.332], [16.510, 13.137, -18.181], [17.996, 13.348, -18.966], [17.500, 14.460, -17.662], [19.215, 12.934, -16.762], [17.954, 12.020, -14.868], [16.465, 12.015, -15.773], [16.962, 13.575, -12.996], [15.513, 13.560, -13.972], [16.473, 15.048, -13.631], [19.115, 11.230, -17.924], [18.622, 10.480, -16.647], [19.844, 14.892, -21.639], [19.749, 13.433, -21.200], [18.471, 12.807, -21.586], [18.498, 11.479, -21.068], [17.257, 10.786, -21.000], [20.871, 12.792, -21.866], [18.962, 15.471, -21.358], [19.876, 15.080, -22.715], [20.754, 15.341, -21.239], [19.920, 13.332, -20.128], [18.158, 12.859, -22.634], [17.668, 13.399, -21.137], [16.424, 11.411, -20.676], [17.386, 9.974, -20.288], [17.041, 10.435, -22.012], [21.737, 13.262, -21.620], [20.859, 13.085, -22.841], [24.003, 10.598, -23.189], [23.322, 10.857, -21.961], [24.490, 11.454, -23.656], [24.802, 9.897, -22.941], [23.377, 10.109, -23.933], [23.920, 11.328, -21.376], [21.577, 11.502, -14.092], [21.019, 12.393, -14.985], [21.148, 11.709, -13.109], [21.425, 10.427, -14.219], [22.658, 11.624, -13.958], [21.273, 12.225, -15.906], [20.656, 15.105, -17.959], [21.953, 15.481, -18.508], [20.568, 14.022, -18.007], [20.649, 15.421, -16.915], [19.750, 15.565, -18.355], [21.730, 16.294, -18.976], [24.229, 8.936, -17.080], [24.053, 10.105, -16.285], [24.816, 8.273, -16.447], [23.280, 8.417, -17.238], [24.706, 9.115, -18.046], [23.361, 10.669, -16.655]], "molar_mass_g_mol": 473.6, "total_charge": 2, "de_lowest_kcal_mol": 113.5, "homo_ev": -13.24}

---

Entry 4:
{"formula": "C17H49F3N19O10", "method": "ωB97M-V/def2-TZVPD", "species": ["C", "O", "C", "N", "C", "C", "C", "C", "O", "C", "C", "F", "F", "F", "N", "C", "N", "H", "H", "H", "H", "H", "H", "H", "H", "H", "H", "H", "H", "H", "H", "H", "H", "H", "C", "O", "N", "N", "H", "H", "H", "H", "C", "O", "N", "N", "H", "H", "H", "H", "C", "O", "N", "N", "H", "H", "H", "H", "C", "O", "N", "N", "H", "H", "H", "H", "C", "O", "N", "N", "H", "H", "H", "H", "C", "O", "N", "N", "H", "H", "H", "H", "C", "O", "N", "N", "H", "H", "H", "H", "C", "O", "N", "N", "H", "H", "H", "H"], "xyz": [[-0.612, 2.850, 1.302], [-0.501, 2.191, 0.028], [-1.062, 0.903, 0.041], [-0.060, -0.158, -0.220], [-0.652, -1.514, 0.011], [-0.047, -1.818, 1.366], [-0.238, -3.178, 2.026], [-1.173, -3.091, 3.248], [-0.477, -3.099, 4.478], [0.361, -1.999, 4.685], [-0.361, -0.729, 5.163], [0.108, 0.350, 4.487], [-0.139, -0.483, 6.457], [-1.680, -0.762, 4.987], [1.377, -1.417, 1.086], [1.128, -0.173, 0.450], [1.953, 0.841, 0.504], [0.087, 3.689, 1.282], [-1.619, 3.243, 1.433], [-0.329, 2.202, 2.138], [-1.821, 0.825, -0.742], [-1.570, 0.752, 0.999], [-1.733, -1.560, -0.087], [-0.187, -2.181, -0.718], [-0.369, -1.017, 2.041], [0.732, -3.562, 2.345], [-0.675, -3.872, 1.308], [-1.828, -3.959, 3.269], [-1.825, -2.216, 3.148], [0.963, -1.728, 3.813], [1.061, -2.278, 5.472], [1.810, -2.021, 0.381], [2.965, 0.736, 0.490], [1.605, 1.789, 0.519], [3.890, -3.967, 6.092], [4.167, -4.387, 4.978], [4.102, -2.653, 6.441], [3.356, -4.750, 7.065], [3.886, -2.280, 7.346], [4.507, -2.054, 5.748], [3.179, -5.723, 6.847], [3.138, -4.411, 7.982], [-4.025, 4.425, 0.110], [-3.588, 3.925, 1.139], [-3.286, 4.504, -1.036], [-5.287, 4.929, 0.033], [-3.631, 4.899, -1.890], [-2.359, 4.119, -1.019], [-5.852, 4.883, 0.861], [-5.668, 5.342, -0.797], [4.908, 2.944, -0.388], [4.524, 1.839, -0.001], [4.691, 3.354, -1.666], [5.568, 3.801, 0.424], [4.989, 4.239, -2.035], [4.204, 2.716, -2.270], [5.747, 3.504, 1.366], [5.897, 4.701, 0.127], [-1.645, 1.437, -3.789], [-2.075, 0.361, -3.389], [-1.943, 1.960, -5.001], [-0.822, 2.193, -2.995], [-1.625, 2.854, -5.331], [-2.544, 1.424, -5.598], [-0.619, 1.808, -2.096], [-0.440, 3.082, -3.255], [6.020, -0.912, -3.121], [6.414, -1.698, -3.956], [6.344, 0.419, -3.137], [5.215, -1.282, -2.072], [6.010, 1.062, -2.446], [6.948, 0.743, -3.868], [4.963, -2.251, -2.011], [4.910, -0.641, -1.363], [4.245, -8.304, 7.281], [3.213, -7.660, 7.149], [5.394, -7.963, 6.632], [4.315, -9.404, 8.082], [6.252, -8.473, 6.720], [5.361, -7.159, 6.030], [3.479, -9.674, 8.566], [5.147, -9.949, 8.202], [-4.053, 3.780, -7.529], [-3.223, 4.186, -6.722], [-4.312, 4.457, -8.688], [-4.785, 2.651, -7.351], [-4.981, 4.146, -9.367], [-3.791, 5.296, -8.860], [-4.644, 2.139, -6.501], [-5.475, 2.314, -8.005], [-8.300, 2.070, -7.167], [-7.382, 1.753, -7.911], [-8.794, 3.339, -7.122], [-8.895, 1.172, -6.333], [-9.548, 3.618, -6.524], [-8.374, 4.020, -7.727], [-8.555, 0.229, -6.354], [-9.652, 1.405, -5.719]], "molar_mass_g_mol": 736.7, "total_charge": 1, "homo_ev": -11.15}

---

Entry 5:
{"formula": "C17H50FI2N2O14", "method": "ωB97M-V/def2-TZVPD", "species": ["C", "C", "O", "C", "C", "O", "C", "C", "C", "C", "N", "C", "C", "C", "C", "O", "C", "C", "I", "C", "F", "N", "I", "C", "C", "O", "H", "H", "H", "H", "H", "H", "H", "H", "H", "H", "H", "H", "H", "H", "H", "H", "H", "H", "H", "H", "H", "H", "H", "H", "H", "H", "H", "H", "H", "H", "O", "H", "H", "O", "H", "H", "O", "H", "H", "O", "H", "H", "O", "H", "H", "O", "H", "H", "O", "H", "H", "O", "H", "H", "O", "H", "H", "O", "H", "H"], "xyz": [[4.823, 3.207, 1.586], [3.623, 2.552, 2.268], [2.445, 3.207, 1.831], [1.367, 2.390, 1.517], [0.923, 2.632, 0.104], [0.163, 1.505, -0.312], [-1.114, 1.723, -0.776], [-2.147, 0.774, -0.146], [-1.466, -0.283, 0.678], [-0.719, -1.331, -0.164], [0.701, -1.313, 0.192], [1.546, -1.705, -0.981], [1.911, -0.537, -1.836], [0.968, -2.304, 1.167], [1.979, -1.941, 2.185], [0.481, -3.345, 1.183], [-3.023, 0.126, -1.199], [-4.250, -0.338, -0.370], [-6.070, -0.469, -1.478], [-4.312, 0.485, 0.877], [-4.245, -0.143, 2.003], [-3.212, 1.511, 0.623], [-4.278, 2.989, -0.513], [-2.839, 2.155, 1.927], [-2.171, 3.510, 1.822], [-2.720, 4.426, 2.155], [5.127, 2.568, 0.795], [4.485, 4.127, 1.186], [5.625, 3.361, 2.254], [3.639, 1.517, 2.006], [3.768, 2.677, 3.315], [0.546, 2.648, 2.169], [1.537, 1.338, 1.640], [1.823, 2.675, -0.470], [0.429, 3.574, 0.015], [-1.435, 2.746, -0.738], [-1.117, 1.467, -1.818], [-2.195, -0.817, 1.245], [-0.812, 0.132, 1.396], [-0.786, -1.117, -1.199], [-1.169, -2.295, -0.018], [1.075, -2.471, -1.564], [2.472, -2.138, -0.643], [2.607, -0.871, -2.568], [1.047, -0.189, -2.350], [2.362, 0.230, -1.252], [1.552, -1.903, 3.161], [2.766, -2.650, 2.139], [2.423, -0.999, 1.972], [-2.667, -0.809, -1.573], [-3.226, 0.693, -2.076], [-4.131, -1.355, -0.088], [-5.185, 1.086, 0.947], [-2.224, 1.515, 2.524], [-3.732, 2.331, 2.473], [-1.152, 3.599, 1.479], [1.213, -4.299, -2.612], [0.894, -4.902, -3.313], [0.757, -4.591, -1.815], [0.613, -6.630, -4.033], [1.299, -7.302, -3.954], [-0.039, -7.015, -4.632], [4.928, -2.721, -0.105], [4.562, -3.304, -0.779], [4.499, -3.001, 0.710], [0.496, 5.327, 1.492], [1.227, 5.027, 2.055], [-0.010, 5.933, 2.047], [7.536, 2.049, 2.653], [7.551, 1.178, 3.065], [8.191, 2.553, 3.148], [-2.488, -5.969, -3.623], [-1.616, -5.649, -3.363], [-2.834, -6.393, -2.827], [-4.666, -3.589, -1.244], [-5.520, -3.192, -1.445], [-4.380, -3.995, -2.074], [2.164, -2.775, -5.457], [1.936, -3.252, -4.652], [1.837, -1.883, -5.306], [2.727, 7.687, 1.863], [2.154, 6.914, 1.816], [2.713, 7.944, 2.790], [-9.433, -1.454, -0.006], [-8.553, -1.064, 0.012], [-9.575, -1.784, 0.887]], "molar_mass_g_mol": 779.4, "total_charge": 1, "homo_ev": -11.79}